ORCA calculation (ωB97M-V with the def2-TZVPD basis set) on 11 unconnected molecules or ions with the total composition C10H42O11 in a non-equilibrium geometry.

Calculated values
SMILES: CCO.CCO.CCO.CCO.CCO.O.O.O.O.O.O
Energy above the lowest of the compared OMol25 structures with the same formula, charge and spin, kcal/mol: 31.0
Kohn-Sham gap, eV: 9.75

Last column: natural (NBO) charge in e.
Cartesian coordinates (Å):
O  -17.891  -4.048  -4.512  -0.73
O  -22.078  5.227  -6.897  -0.75
O  -20.501  -3.454  -9.530  -0.73
O  -20.600  1.122  -7.630  -0.79
O  -22.732  1.397  -9.687  -0.95
O  -16.679  0.823  -6.112  -0.98
O  -18.478  2.893  -7.336  -0.98
O  -17.481  -0.109  -10.801  -0.74
O  -19.747  2.283  -3.452  -0.94
O  -23.012  -2.746  -8.743  -0.96
O  -16.578  -1.645  -5.022  -0.97
C  -22.762  3.045  -6.228  -0.63
C  -18.577  -3.358  -8.192  -0.64
C  -19.790  -4.195  -8.585  -0.09
C  -20.788  -0.310  -7.176  -0.06
C  -18.936  -0.333  -10.816  -0.07
C  -19.203  -4.429  -4.644  -0.06
C  -22.426  3.938  -7.463  -0.06
C  -19.348  -0.700  -12.209  -0.64
C  -19.861  -0.529  -5.994  -0.63
C  -19.337  -5.819  -4.041  -0.65
H  -16.048  -1.915  -5.772  0.47
H  -16.063  1.379  -5.635  0.47
H  -19.553  1.408  -3.788  0.46
H  -19.213  -5.896  -2.961  0.22
H  -16.659  -0.013  -5.646  0.50
H  -20.128  -3.518  -10.412  0.49
H  -20.472  -4.471  -7.781  0.17
H  -20.357  -6.171  -4.195  0.21
H  -23.296  4.086  -8.102  0.16
H  -21.126  1.301  -8.413  0.50
H  -17.848  -4.014  -7.717  0.19
H  -17.349  -4.584  -5.095  0.47
H  -21.803  -0.500  -6.827  0.18
H  -20.053  0.116  -5.137  0.20
H  -18.864  0.055  -12.828  0.23
H  -22.161  -3.076  -9.035  0.49
H  -23.332  2.108  -9.462  0.48
H  -20.582  -0.992  -8.001  0.18
H  -18.828  -2.516  -7.548  0.22
H  -17.225  0.375  -10.012  0.48
H  -21.851  2.929  -5.642  0.22
H  -19.206  -1.157  -10.155  0.15
H  -21.652  3.553  -8.127  0.17
H  -19.550  0.475  -10.419  0.18
H  -23.542  3.448  -5.582  0.21
H  -19.242  -1.723  -12.571  0.20
H  -23.152  2.077  -6.542  0.20
H  -20.399  -0.422  -12.286  0.21
H  -18.800  -0.545  -6.246  0.22
H  -16.968  -2.457  -4.699  0.51
H  -18.957  2.792  -3.636  0.47
H  -23.080  1.038  -10.504  0.48
H  -19.530  -5.254  -8.609  0.18
H  -23.297  -3.372  -8.078  0.46
H  -19.916  -3.754  -4.171  0.19
H  -19.428  -4.399  -5.710  0.16
H  -21.234  5.300  -6.446  0.48
H  -17.744  2.349  -7.052  0.48
H  -18.772  -6.643  -4.475  0.21
H  -18.257  -2.920  -9.138  0.22
H  -20.010  -1.577  -5.736  0.20
H  -19.255  2.368  -7.143  0.49

Forces on the atoms, in the same order (eV/Å):
2.055 1.593 0.560
-0.811 0.394 -1.119
-0.728 -0.838 -0.794
-0.100 -2.178 0.968
0.222 -0.022 0.088
0.078 0.708 -0.452
0.329 0.839 -0.066
-1.501 -0.195 -0.140
-0.260 0.073 0.208
-0.605 0.262 0.231
0.497 0.456 -0.136
0.128 -0.220 -1.140
-0.584 -0.446 0.148
0.405 0.062 2.214
0.474 2.295 -0.032
1.044 -1.014 0.751
-0.860 -1.691 -0.307
0.056 0.472 2.227
-0.692 1.465 -0.339
0.295 -0.994 -0.658
-1.671 -0.907 -0.011
0.241 -0.095 -0.234
0.194 0.182 0.080
0.104 -0.160 -0.084
0.330 0.550 -0.009
-0.251 -0.531 0.425
0.152 -0.102 -0.086
-0.572 1.449 0.662
-0.361 0.071 -0.025
-0.183 0.362 0.191
-0.386 -0.276 -0.233
0.408 0.351 -0.109
-0.034 -0.188 0.035
-0.217 0.350 -0.309
-0.144 -0.086 -0.255
0.239 -0.472 -0.554
0.526 -0.079 -0.331
-0.140 0.242 0.147
0.102 0.070 -0.035
-0.028 -0.139 0.099
-0.203 0.080 0.203
-0.076 -0.249 0.017
0.329 -0.225 0.318
0.292 -0.166 0.369
0.529 0.614 -0.269
0.107 0.546 -0.249
0.475 0.138 0.225
0.328 -0.301 -0.028
-0.280 -0.329 -0.102
-0.049 0.673 -0.157
-0.643 -0.483 0.331
0.192 0.164 -0.127
-0.018 -0.213 -0.198
0.562 -0.310 -2.377
-0.201 -0.078 0.142
0.508 0.285 0.258
-0.511 -0.322 -0.121
0.163 -0.803 -0.230
0.141 -0.344 0.117
0.593 0.457 -0.344
0.747 -0.168 0.161
-0.316 -0.120 0.598
-0.417 -0.458 -0.116